19
Properties=species:S:1:pos:R:3 method="wB97M-V/def2-TZVPD" orbital_gap_ev="6.205 / 6.304" s_squared=2.0204 spin_multiplicity=3 lumo_energy_ha="0.01032 / -0.10182"
C 0.777 0.196 -1.714
C 0.667 -1.161 -1.257
C 0.405 1.175 -0.855
C 0.125 -1.515 -0.061
C 0.010 0.869 0.488
C -0.193 -0.563 0.907
C -0.188 1.891 1.351
C -3.410 0.594 1.677
C -3.259 0.234 0.409
O -0.271 2.790 2.050
O -0.612 -0.916 1.992
Br -2.962 1.383 -1.102
I -3.222 -1.753 -0.040
H 1.196 0.358 -2.688
H 0.983 -1.844 -2.038
H 0.657 2.206 -1.126
H 0.100 -2.499 0.329
H -3.262 1.602 1.920
H -3.420 -0.094 2.489



25
Properties=species:S:1:pos:R:3 method="wB97M-V/def2-TZVPD" charge=+4 orbital_gap_ev=2.503 s_squared=6.0050 spin_multiplicity=5 lumo_energy_ha=-0.58149
Lu -0.241 -0.920 -7.802
Ho -0.246 -1.737 -0.329
Cl -0.911 1.167 -7.082
Cl 1.775 -3.069 -0.438
C -0.993 -3.179 1.054
C -0.740 -0.488 -9.763
C 0.229 -2.753 -8.615
O -1.416 -4.012 1.835
O -1.055 -0.175 -10.854
O 0.503 -3.789 -8.970
N -0.296 2.445 5.693
C 0.672 2.293 4.738
O 1.780 2.786 4.907
C 0.402 1.491 3.484
C -0.854 0.974 3.171
C -1.014 0.146 2.069
N 0.046 -0.178 1.253
C 1.288 0.361 1.530
C 1.473 1.194 2.618
H -0.063 2.961 6.528
H -1.219 2.034 5.633
H -1.733 1.152 3.788
H -1.979 -0.316 1.852
H 2.114 0.051 0.884
H 2.481 1.560 2.816



Number 1: calculated total energy -3368.5594 hartree. Number 2: calculated total energy -3859.3459 hartree.